No. 1
Formula: C15H40Li5O23P2S5
Source: the Open Molecules 2025 dataset
Level of theory: ωB97M-V/def2-TZVPD

Last column: Mulliken charge in e.
Geometry (Å):
1 S 3.4475 -5.6077 3.6338  1.058
2 S 3.1325 9.2140 -3.2728  1.092
3 S -7.0678 1.2937 4.9429  1.043
4 S 8.2856 3.2867 1.1044  1.081
5 S -4.6836 -5.8585 -0.8588  1.092
6 P 1.0522 1.4202 -0.7380  0.561
7 P -3.5766 1.9496 -5.9303  0.789
8 O -5.7877 0.8147 4.3817  -0.581
9 O 4.6080 -5.7015 4.5879  -0.596
10 O 2.6798 -7.1076 3.6121  -0.300
11 O -7.0635 2.3071 6.0797  -0.607
12 O 2.7071 10.5081 -2.8410  -0.595
13 O 6.9635 3.8194 0.7691  -0.572
14 O 1.7829 0.7706 -1.9447  -0.836
15 O -2.6879 3.2000 -6.1515  -0.500
16 O 0.6403 2.7627 -1.2335  -0.812
17 O 8.8879 2.4709 -0.1797  -0.305
18 O 9.3472 4.1910 1.6675  -0.600
19 O 3.3393 8.2705 -2.2794  -0.543
20 O -5.8303 -4.7234 -0.3979  -0.330
21 O 2.3852 -4.5841 3.8235  -0.530
22 O -0.2373 0.7237 -0.4797  -0.846
23 O -7.8540 -0.0469 5.3547  -0.245
24 O -4.3200 2.8585 -4.8881  -0.470
25 O 4.4966 9.3673 -4.2510  -0.330
26 O -4.7348 -7.0531 -0.0340  -0.597
27 O -4.7309 2.1699 -6.9319  -0.655
28 O -2.8625 0.6878 -5.5427  -0.676
29 O 1.6733 1.5225 0.6359  -0.815
30 O -3.4202 -5.1072 -0.9409  -0.577
31 C 7.8976 1.8584 -1.1105  -0.170
32 C 5.0863 8.0972 -4.8691  -0.237
33 C 8.2323 1.6414 -2.5712  -1.221
34 C 3.3818 -8.2402 3.2711  0.016
35 C -5.3306 -6.2763 -2.5132  -0.877
36 C 1.8330 8.6574 -4.4580  -0.875
37 C -7.1210 -5.1614 0.0835  -0.246
38 C 5.8529 8.3908 -6.2114  -1.121
39 C 3.9844 -5.6785 1.7600  -1.009
40 C -8.1451 -4.8042 -0.9408  -1.041
41 C 8.0814 1.9546 2.4107  -0.881
42 C -8.2459 1.8058 3.5460  -0.841
43 C 2.2831 -9.2122 3.0258  -1.232
44 C -8.1978 -0.2583 6.7170  -0.148
45 C -8.4558 -1.7520 6.9099  -1.228
46 Li -2.8938 2.8434 -1.5264  0.687
47 Li -0.5029 -1.9888 -3.0676  0.708
48 Li 0.7700 2.5717 -4.9075  0.740
49 Li -0.4749 -0.0717 3.0803  0.579
50 Li 2.2820 4.9442 1.2691  0.642
51 H 5.8244 7.7148 -4.1640  0.301
52 H 6.6044 9.1639 -6.0515  0.293
53 H 4.0612 -8.6290 4.0296  0.277
54 H 8.7995 2.3864 -3.1293  0.335
55 H 4.3078 -4.7029 1.3971  0.409
56 H -8.9348 2.4203 4.1256  0.308
57 H 1.7822 -9.1192 2.0622  0.297
58 H -7.8554 -3.9167 -1.5034  0.315
59 H 3.9106 -8.1033 2.3278  0.215
60 H 6.3266 7.4682 -6.5466  0.358
61 H -7.1614 -4.5025 0.9509  0.262
62 H 0.9568 8.5419 -3.8199  0.347
63 H 7.3189 1.3762 -3.1036  0.370
64 H 7.9108 2.4005 3.3906  0.357
65 H -7.0660 -6.1978 0.4163  0.360
66 H 6.9934 2.4647 -1.0574  0.390
67 H 8.7234 0.6712 -2.6467  0.303
68 H -7.4236 0.0246 7.4302  0.338
69 H 2.1581 7.7576 -4.9802  0.309
70 H 5.1210 8.8091 -6.9023  0.308
71 H 1.4949 -9.0753 3.7662  0.314
72 H 1.6294 9.3952 -5.2340  0.312
73 H -9.2842 -1.9847 6.2408  0.322
74 H 2.7014 -10.2141 3.1217  0.359
75 H 4.3727 7.2902 -5.0359  0.350
76 H 7.5515 0.9177 -0.6823  0.271
77 H -9.1043 -4.7041 -0.4329  0.349
78 H -8.3190 -5.5600 -1.7068  0.288
79 H -8.7210 0.9125 3.1407  0.302
80 H -4.4742 -6.6522 -3.0730  0.381
81 H -8.9983 -1.8808 7.8465  0.375
82 H -5.6932 -5.3759 -3.0092  0.308
83 H 7.3151 1.2852 2.0199  0.318
84 H -9.1128 0.3204 6.8436  0.273
85 H -6.1372 -6.9765 -2.2963  0.287
86 H 3.0631 -5.8674 1.2089  0.351
87 H 4.8411 -6.3117 1.5295  0.356
88 H 9.0446 1.4496 2.3375  0.308
89 H -7.6940 2.4092 2.8253  0.353
90 H -7.7220 -2.5456 6.7697  0.324

Calculated values
maximum force = 6.0 eV/A
charge = -1
E_HOMO = -0.96 eV



No. 2
Formula: C5H8N2
Source: the Open Molecules 2025 dataset
Level of theory: ωB97M-V/def2-TZVPD

Last column: Mulliken charge in e.
Geometry (Å):
1 N 2.8517 -1.3784 -1.2128  -0.462
2 N 0.9541 0.1841 -0.7428  -0.277
3 C -1.0107 1.3700 0.0237  -1.642
4 C -0.9503 -1.1499 0.3636  -1.349
5 C -0.1576 0.1377 0.2734  1.221
6 C 1.0542 0.4475 1.0696  -0.732
7 C 1.9430 -0.6999 -0.9663  0.423
8 H -0.3087 -2.0360 0.3086  0.364
9 H -1.5993 1.5396 0.9253  0.393
10 H -1.6903 1.2708 -0.8314  0.370
11 H -1.7253 -1.2028 -0.4101  0.346
12 H 1.4991 -0.5446 1.3366  0.266
13 H -0.3660 2.2478 -0.0917  0.478
14 H 0.9529 0.9670 -1.3868  0.264
15 H -1.4469 -1.1528 1.3410  0.339

Calculated values
maximum force = 1.2 eV/A
E_HOMO = -8.72 eV



No. 3
Formula: C5H9NO
Source: the Open Molecules 2025 dataset
Level of theory: ωB97M-V/def2-TZVPD

Last column: Mulliken charge in e.
Geometry (Å):
1 O 0.5081 1.9881 -1.5466  -0.459
2 N 1.7942 0.4101 -0.2936  -0.512
3 C 1.0897 -0.3690 0.7513  -0.760
4 C -1.0245 -1.0788 -0.3375  -1.153
5 C 1.1099 1.2046 -0.9205  0.813
6 C -0.3895 -0.2136 0.4528  0.798
7 C -1.0958 1.0006 0.9960  -1.269
8 H -1.8053 1.4153 0.2741  0.351
9 H -1.6677 0.6515 1.8633  0.374
10 H 1.4029 0.0502 1.7127  0.329
11 H -1.9271 -0.8127 -0.8820  0.247
12 H 0.5112 -1.4330 -1.8730  -0.006
13 H -0.6578 -2.0856 -0.4854  0.507
14 H 1.1693 -1.1129 -1.7625  0.025
15 H -0.4287 1.7978 1.3398  0.313
16 H 1.4113 -1.4128 0.7110  0.404

Calculated values
maximum force = 0.8 eV/A
E_HOMO = -9.45 eV
SMILES = C=C(C)CN=C=O.[H][H]



The lowest maximum force belongs to which entry?
C5H9NO



Which value of maximum force does entry 2 give?
1.2 eV/A